Entry 1:
DFT (ωB97M-V/def2-TZVPD) results for a structure of composition C41H35ClOPRuSi.

```
81
C41H35ClOPRuSi | the OMol25 dataset | ωB97M-V/def2-TZVPD
C 0.832 -0.134 2.124
C -0.483 0.377 1.991
C -1.328 -0.681 1.493
H -0.794 1.365 2.286
C -0.514 -1.858 1.361
C 0.817 -1.515 1.770
H 1.660 -2.188 1.828
H 1.702 0.422 2.453
H -2.394 -0.637 1.322
H -0.846 -2.829 1.021
Ru 0.022 -0.253 -0.154
Cl -0.234 -1.534 -2.084
P -1.533 1.165 -0.967
C -3.231 0.444 -0.861
C -4.365 1.192 -0.506
H -4.276 2.243 -0.233
C -5.628 0.590 -0.515
H -6.502 1.183 -0.237
C -5.774 -0.749 -0.891
H -6.763 -1.211 -0.905
C -4.649 -1.496 -1.252
H -4.743 -2.540 -1.559
C -3.389 -0.899 -1.229
H -2.510 -1.475 -1.521
C -1.755 2.806 -0.145
C -2.279 2.864 1.158
H -2.664 1.961 1.639
C -2.322 4.070 1.862
H -2.664 4.072 2.898
C -1.945 5.259 1.231
H -2.000 6.205 1.773
C -1.501 5.225 -0.094
H -1.250 6.153 -0.608
C -1.379 4.006 -0.771
H -1.019 3.990 -1.800
C -1.463 1.654 -2.723
C -2.620 1.970 -3.445
H -3.599 1.885 -2.978
C -2.522 2.393 -4.774
H -3.429 2.642 -5.329
C -1.266 2.504 -5.380
H -1.190 2.835 -6.419
C -0.107 2.183 -4.659
H 0.877 2.280 -5.125
C -0.205 1.738 -3.337
H 0.690 1.445 -2.781
O 1.972 -0.209 -0.829
Si 3.369 -1.009 -0.666
C 4.104 -0.735 1.035
C 4.491 -1.763 1.900
C 4.987 -1.451 3.174
C 5.161 -0.118 3.559
C 4.819 0.911 2.675
C 4.285 0.601 1.420
C 3.366 -2.868 -1.018
C 2.388 -3.725 -0.498
C 2.480 -5.109 -0.692
C 3.492 -5.637 -1.504
C 4.435 -4.780 -2.080
C 4.387 -3.411 -1.807
C 4.626 -0.338 -1.872
C 5.907 0.073 -1.494
C 6.827 0.478 -2.474
C 6.472 0.437 -3.828
C 5.184 0.032 -4.206
C 4.253 -0.326 -3.224
H 4.417 -2.802 1.573
H 5.249 -2.259 3.857
H 5.576 0.124 4.539
H 4.969 1.957 2.944
H 4.026 1.401 0.719
H 1.550 -3.307 0.058
H 1.755 -5.759 -0.204
H 3.541 -6.711 -1.686
H 5.214 -5.167 -2.736
H 5.150 -2.747 -2.211
H 6.191 0.065 -0.441
H 7.821 0.814 -2.171
H 7.198 0.725 -4.593
H 4.901 -0.015 -5.259
H 3.241 -0.624 -3.509
```

Computed properties:
LUMO (spin up / spin down) ... 0.0186 / -0.0678 Eh
HOMO energy (spin up / spin down) ... -6.330 / -8.748 eV
HOMO-LUMO gap (spin up / spin down) ... 6.8 / 6.9 eV
Multiplicity ... 6

=====

Entry 2:
DFT (ωB97M-V/def2-TZVPD) results for a structure of composition C41H36BiN3OPSSe.

```
85
C41H36BiN3OPSSe | the OMol25 dataset | ωB97M-V/def2-TZVPD
Bi 0.320 -0.437 -0.168
C -0.716 4.194 4.163
C -2.038 4.485 3.509
C -2.768 5.578 3.974
C -4.003 5.916 3.448
C -4.537 5.155 2.421
C -3.813 4.081 1.932
C -2.571 3.718 2.459
P -1.841 2.268 1.581
C -0.011 2.474 1.696
C 0.429 3.418 0.762
C 1.772 3.665 0.542
C 2.713 2.936 1.252
C 2.294 2.003 2.185
C 0.945 1.751 2.435
C 0.631 0.693 3.464
C -2.281 0.841 2.629
C -2.684 0.983 3.954
C -2.973 -0.118 4.743
C -2.865 -1.387 4.190
C -2.515 -1.538 2.860
C -2.231 -0.442 2.037
C -1.908 -0.695 0.607
H -0.667 4.681 5.138
H 0.116 4.556 3.556
H -0.565 3.129 4.306
H -2.354 6.169 4.783
H -4.543 6.769 3.839
H -5.500 5.402 1.993
H -4.212 3.499 1.108
H -0.308 3.933 0.155
H 2.078 4.377 -0.213
H 3.770 3.072 1.062
H 3.034 1.417 2.719
H 1.563 0.291 3.855
H 0.061 -0.141 3.055
H 0.055 1.089 4.301
H -2.767 1.977 4.378
H -3.276 0.012 5.774
H -3.072 -2.263 4.793
H -2.456 -2.531 2.431
H -2.429 0.005 -0.053
H -2.210 -1.705 0.333
O 2.374 -0.122 -1.708
C 2.973 0.864 -2.248
C 4.398 0.881 -2.357
C 5.090 1.947 -2.876
C 4.421 3.086 -3.335
C 3.041 3.098 -3.268
C 2.305 2.026 -2.755
C 0.843 2.117 -2.808
N -0.069 1.675 -1.958
C -1.291 2.085 -2.440
C -1.130 2.783 -3.592
N 0.228 2.792 -3.819
H 4.920 0.002 -1.997
H 6.173 1.906 -2.922
H 4.965 3.937 -3.724
H 2.508 3.984 -3.602
H -2.203 1.841 -1.921
H -1.832 3.243 -4.263
H 0.703 3.160 -4.622
Se -0.479 -1.696 -2.426
C -1.458 -3.270 -1.997
C -2.348 -3.751 -2.961
C -3.065 -4.906 -2.712
N -2.975 -5.619 -1.588
C -2.120 -5.156 -0.677
C -1.350 -4.013 -0.827
H -2.482 -3.224 -3.897
H -3.758 -5.279 -3.460
H -2.034 -5.737 0.236
H -0.660 -3.736 -0.041
S 1.099 -2.522 1.239
C 2.730 -1.994 1.693
C 3.134 -2.115 3.023
C 4.411 -1.736 3.412
C 5.303 -1.219 2.481
C 4.904 -1.097 1.157
C 3.633 -1.486 0.758
H 2.432 -2.500 3.752
H 4.705 -1.838 4.450
H 6.297 -0.917 2.784
H 5.585 -0.691 0.418
H 3.329 -1.373 -0.277
```

Computed properties:
Charge ... -1
LUMO ... 0.0915 Eh
HOMO energy ... -4.421 eV
HOMO-LUMO gap ... 6.9 eV

=====

Entry 3:
DFT (ωB97M-V/def2-TZVPD) results for a structure of composition C41H36I2IrN7O4SSe.

```
93
C41H36I2IrN7O4SSe | the OMol25 dataset | ωB97M-V/def2-TZVPD
Ir -0.482 0.013 -0.619
I 4.451 -0.518 5.379
C 2.714 0.362 4.546
C 2.109 1.229 5.590
C -0.005 1.375 3.624
I -1.799 3.244 5.061
C 0.224 0.594 2.406
O -1.681 1.587 1.710
C 1.592 0.069 2.197
C 2.090 -0.363 0.851
N 1.139 -1.184 0.029
C 1.855 -1.709 -1.167
C 1.032 -1.669 -2.423
C 1.517 -2.209 -3.601
C 0.742 -2.146 -4.742
C -0.521 -1.580 -4.667
C -0.938 -1.063 -3.463
N -0.168 -1.081 -2.365
C 2.525 -0.068 3.229
H 2.879 1.537 6.283
H 3.015 -0.931 0.961
H 2.306 0.514 0.241
H 0.847 -1.969 0.605
H 2.193 -2.728 -0.973
H 2.740 -1.093 -1.326
H 2.500 -2.661 -3.618
H 1.114 -2.539 -5.678
H -1.166 -1.517 -5.531
H -1.913 -0.617 -3.349
H 3.379 -0.643 2.893
C 2.180 3.515 3.058
C 0.776 3.779 3.594
C 0.182 2.611 4.379
C 0.971 2.231 5.603
C 0.798 0.937 6.365
C -0.014 -0.276 6.091
C -0.499 -0.746 4.934
C -1.038 -2.141 4.818
C 0.023 -3.085 4.243
C -0.340 0.137 3.790
N -0.572 0.870 1.232
C -2.519 2.160 0.932
C -2.585 2.168 -0.442
C -3.454 2.989 -1.203
C -3.141 2.772 -2.521
C -2.110 1.809 -2.536
N -1.778 1.441 -1.301
H 2.511 4.364 2.461
H 2.207 2.629 2.422
H 2.902 3.373 3.863
H 0.099 4.008 2.767
H 0.782 4.658 4.243
H 1.181 3.083 6.244
H 0.935 1.073 7.430
H -0.119 -0.914 6.964
H -1.950 -2.148 4.214
H -1.333 -2.495 5.807
H 0.482 -2.662 3.344
H -0.392 -4.065 3.999
H 0.831 -3.225 4.962
H -3.243 2.731 1.504
H -4.175 3.681 -0.795
H -3.565 3.245 -3.391
H -1.605 1.422 -3.406
Se -1.710 -2.267 1.382
N -2.073 -1.215 -0.022
C -3.397 -1.172 -0.164
C -4.133 -0.487 -1.178
C -5.483 -0.592 -1.181
C -6.199 -1.367 -0.209
C -5.546 -2.049 0.757
C -4.117 -1.980 0.797
N -3.391 -2.637 1.682
H -3.622 0.101 -1.923
H -6.047 -0.075 -1.947
H -7.278 -1.409 -0.267
H -6.056 -2.656 1.491
O 2.187 2.639 -5.418
S 0.991 2.493 -4.653
O -0.243 2.183 -5.328
N 1.197 1.367 -3.454
C 1.011 1.902 -2.290
O 1.082 1.232 -1.177
C 0.754 3.368 -2.272
C 0.525 4.191 -1.186
C 0.278 5.536 -1.436
C 0.264 6.031 -2.738
C 0.491 5.198 -3.829
C 0.731 3.868 -3.561
H 0.541 3.787 -0.181
H 0.098 6.213 -0.611
H 0.077 7.084 -2.904
H 0.479 5.579 -4.841
```

Computed properties:
Charge ... +1
LUMO (spin up / spin down) ... -0.1482 / -0.1484 Eh
HOMO energy (spin up / spin down) ... -9.568 / -9.997 eV
HOMO-LUMO gap (spin up / spin down) ... 5.5 / 6.0 eV
Multiplicity ... 2

=====

Entry 4:
DFT (ωB97M-V/def2-TZVPD) results for a structure of composition C41H36N2O4PS4Ti.

```
89
C41H36N2O4PS4Ti | the OMol25 dataset | ωB97M-V/def2-TZVPD
Ti 0.956 -0.599 -0.549
O 6.493 -1.474 -4.937
C 5.552 -1.319 -4.194
S 3.874 -1.201 -4.706
C 3.132 -0.980 -3.109
C 3.979 -1.003 -2.051
S 3.543 -0.872 -0.389
S 5.701 -1.180 -2.446
S 1.434 -0.707 -3.058
C 0.869 -4.602 -1.064
C 0.293 -3.201 -1.033
O 1.058 -2.298 -0.488
C -0.927 -2.849 -1.643
C -1.758 -3.829 -2.242
C -2.982 -3.523 -2.782
C -3.457 -2.217 -2.749
C -2.668 -1.219 -2.201
C -1.411 -1.483 -1.661
O -0.708 -0.476 -1.158
H 1.804 -4.581 -0.503
H 1.084 -4.915 -2.088
H 0.203 -5.335 -0.607
H -1.411 -4.851 -2.271
H -3.579 -4.304 -3.242
H -4.430 -1.975 -3.157
H -3.016 -0.193 -2.199
C 2.281 2.457 -1.880
C 2.640 3.153 -0.549
C 1.569 4.158 -0.132
C 2.923 2.117 0.560
C 3.566 2.772 1.804
O 2.616 2.631 2.822
C 1.664 1.715 2.363
N 1.753 1.417 1.080
C 0.780 1.262 3.361
C 0.846 1.853 4.653
C 0.060 1.439 5.686
C -0.870 0.395 5.501
C -0.969 -0.193 4.260
C -0.162 0.193 3.192
P -0.404 -0.614 1.602
C -2.205 -0.291 1.437
C -3.260 -1.129 1.796
C -4.569 -0.711 1.631
C -4.851 0.557 1.152
C -3.806 1.423 0.850
C -2.503 0.999 0.993
C -0.328 -2.379 2.045
C -1.088 -3.346 1.374
C -0.932 -4.689 1.689
C 0.015 -5.087 2.614
C 0.821 -4.137 3.233
C 0.653 -2.797 2.943
H 2.552 3.096 -2.724
H 0.587 1.382 -1.318
H 2.880 1.541 -1.971
H 3.589 3.685 -0.705
H 0.622 3.655 0.066
H 1.406 4.888 -0.921
H 1.880 4.673 0.774
H 3.626 1.383 0.140
H 3.796 3.834 1.667
H 4.488 2.255 2.098
H 1.552 2.655 4.804
H 0.144 1.911 6.658
H -1.491 0.066 6.323
H -1.685 -0.991 4.099
H -3.070 -2.117 2.189
H -5.379 -1.388 1.874
H -5.878 0.870 1.006
H -4.017 2.425 0.498
H -1.673 1.658 0.757
H -1.833 -3.045 0.652
H -1.556 -5.425 1.198
H 0.127 -6.136 2.860
H 1.579 -4.449 3.940
H 1.274 -2.051 3.425
N 0.890 2.118 -1.965
C -0.081 2.882 -2.533
C -1.425 2.613 -2.227
C -2.440 3.382 -2.750
C -2.163 4.436 -3.610
C -0.846 4.686 -3.953
C 0.181 3.930 -3.427
H -1.652 1.767 -1.591
H -3.465 3.167 -2.475
H -2.963 5.042 -4.014
H -0.613 5.485 -4.646
H 1.191 4.136 -3.747
```

Computed properties:
Charge ... -2
LUMO (spin up / spin down) ... 0.1611 / 0.1610 Eh
HOMO energy (spin up / spin down) ... -0.026 / -0.569 eV
HOMO-LUMO gap (spin up / spin down) ... 4.4 / 4.9 eV
Multiplicity ... 2

=====

| no. | total energy (a.u.) |
| --- | --- |
| 1 | -2844.49301 |
| 2 | -5179.19064 |
| 3 | -5767.15661 |
| 4 | -4778.12841 |